No. 1
ORCA calculation (ωB97M-V/def2-TZVPD) on 2 unconnected molecules or ions with the total composition C13H22ClN2O4S2.

Last column: Mulliken charge in e.
CARTESIAN COORDINATES (ANGSTROEM)
C 1.721 -2.751 -0.470  -1.057
C 0.293 -2.733 -1.040  -0.761
C -0.467 -1.394 -0.966  -0.239
C -1.406 -1.327 0.248  -0.628
C -2.591 -0.363 0.028  -0.665
S -3.862 -0.807 1.210  1.279
O -4.749 -1.741 0.588  -0.676
O -4.445 0.365 1.790  -0.660
O -3.050 -1.625 2.313  -0.459
C -1.848 -0.908 2.662  -1.469
C -0.733 -1.048 1.610  1.044
C 0.064 0.266 1.712  -0.863
C 1.539 0.191 1.351  0.359
C 2.248 1.554 1.580  -1.121
C 2.392 2.322 0.269  -0.756
S 0.778 2.988 -0.204  -0.199
C 0.927 3.184 -1.920  0.579
N 0.574 4.247 -2.534  -0.408
N 0.772 3.971 -3.887  -0.475
C 1.190 2.761 -3.953  -0.098
O 1.365 2.210 -2.726  -0.171
H 2.236 -1.803 -0.589  0.225
H 1.731 -3.096 0.564  0.256
H 2.305 -3.483 -1.033  0.416
H -0.280 -3.511 -0.531  0.284
H 0.331 -3.035 -2.087  0.486
H -1.119 -1.370 -1.842  0.397
H 0.185 -0.527 -1.054  -0.071
H -1.879 -2.310 0.317  0.421
H -2.984 -0.569 -0.965  0.599
H -2.312 0.684 0.113  0.215
H -2.123 0.152 2.686  0.603
H -1.518 -1.153 3.667  0.457
H -0.108 -1.902 1.887  0.352
H -0.465 1.023 1.137  0.031
H 0.031 0.566 2.767  0.438
H 2.048 -0.571 1.944  0.504
H 1.705 -0.040 0.303  -0.567
H 1.652 2.141 2.287  0.388
H 3.219 1.414 2.058  0.397
H 3.094 3.150 0.376  0.527
H 2.768 1.640 -0.492  0.385
H 1.493 2.208 -4.818  0.478
Cl -0.721 1.031 -4.355  -0.778

* gap between HOMO and LUMO: 6.84 eV
* maximum force: 1.5 eV/Å
* net charge: -1
* highest occupied orbital energy: -4.372 eV

No. 2
ORCA calculation (ωB97M-V/def2-TZVPD) on 2 unconnected molecules or ions with the total composition C13H22F3N4O3.

Last column: Mulliken charge in e.
CARTESIAN COORDINATES (ANGSTROEM)
O 5.648 -0.957 -2.058  -0.307
C 5.451 0.062 -2.564  0.712
N 5.280 1.135 -3.145  -0.517
C 4.077 1.806 -2.945  0.363
C 3.797 2.950 -2.290  -0.547
N 2.434 3.140 -2.424  0.048
C 1.892 2.172 -3.142  0.110
C 0.473 1.961 -3.519  -0.549
C -0.367 1.659 -2.262  -0.683
C -1.798 1.281 -2.644  0.842
F -2.133 0.081 -2.170  -0.229
F -1.978 1.245 -3.975  -0.301
F -2.664 2.181 -2.165  -0.283
N 2.882 1.342 -3.471  -0.011
H 4.482 3.599 -1.778  0.441
H 1.917 3.909 -2.028  0.237
H 0.456 1.075 -4.150  0.284
H 0.069 2.783 -4.103  0.420
H 0.073 0.807 -1.746  0.253
H -0.383 2.516 -1.597  0.420
H 2.789 0.497 -4.014  0.274
C -1.787 -4.214 2.901  -0.686
O -2.732 -3.223 2.553  -0.332
C -3.037 -2.286 3.576  -0.819
C -2.388 -0.939 3.340  -0.105
N -0.943 -0.985 3.521  -0.273
C -0.200 0.156 3.003  -1.142
C -0.379 0.580 1.548  -0.209
O 0.186 -0.292 0.579  -0.407
C -0.561 -1.477 0.339  -0.625
H -1.869 -5.013 2.166  0.232
H -0.756 -3.840 2.878  0.276
H -1.989 -4.628 3.892  0.330
H -2.778 -2.686 4.561  0.395
H -4.119 -2.141 3.552  0.400
H -2.812 -0.219 4.047  0.382
H -2.675 -0.620 2.330  0.094
H -0.578 -1.831 3.109  0.143
H 0.861 -0.063 3.147  0.386
H -0.429 1.025 3.629  0.432
H 0.157 1.526 1.427  0.366
H -1.427 0.789 1.297  0.340
H -1.636 -1.284 0.350  0.300
H -0.314 -2.260 1.057  0.207
H -0.284 -1.847 -0.649  0.335

* gap between HOMO and LUMO: 7.69 eV
* maximum force: 0.8 eV/Å
* net charge: +1
* highest occupied orbital energy: -10.735 eV

No. 3
ORCA calculation (ωB97M-V/def2-TZVPD) on a molecular structure, C13H22I2N5PdS.

Last column: Mulliken charge in e.
CARTESIAN COORDINATES (ANGSTROEM)
Pd 0.340 -0.017 -0.585  0.193
S -1.203 -1.781 -0.287  -0.232
C -0.865 -1.473 -1.961  0.053
N 0.010 -2.187 -2.653  -0.148
C 0.337 -1.964 -4.060  -0.600
C -0.897 -1.432 -4.763  -0.574
C -1.352 -0.188 -4.020  -0.639
N -1.577 -0.494 -2.596  0.004
H 0.592 -2.801 -2.100  0.271
H 0.679 -2.910 -4.474  0.381
H 1.160 -1.244 -4.127  0.293
H -1.685 -2.187 -4.755  0.299
H -0.667 -1.192 -5.799  0.348
H -2.276 0.227 -4.416  0.417
H -0.579 0.583 -4.074  0.225
H -2.520 -0.444 -2.238  0.310
N -2.552 5.169 -0.041  -0.536
C -3.547 4.121 0.158  -0.548
C -2.843 2.845 0.590  -0.611
N -1.673 2.624 -0.307  0.025
H -2.889 5.897 -0.656  0.222
H -1.268 3.539 -0.558  0.544
H -2.287 5.608 0.833  0.194
H -4.069 3.958 -0.787  0.397
H -4.308 4.356 0.908  0.349
H -3.484 1.969 0.542  0.369
H -2.438 2.924 1.597  0.248
H -0.932 2.074 0.149  0.256
H -1.912 2.151 -1.178  0.218
N -0.342 1.231 1.894  -0.410
C -0.194 0.803 2.951  -0.149
C 0.117 0.214 4.233  0.815
C 0.980 -0.880 4.229  -0.186
C 1.308 -1.477 5.434  -0.586
C 0.779 -0.985 6.620  -0.390
C -0.081 0.106 6.612  -0.518
C -0.419 0.713 5.415  -0.461
H 1.385 -1.243 3.294  0.106
H 1.980 -2.324 5.445  0.400
H 1.039 -1.458 7.557  0.392
H -0.484 0.483 7.542  0.395
H -1.082 1.566 5.398  0.437
I 1.653 1.899 -1.667  -0.344
I 2.322 -1.318 0.349  -0.229

* gap between HOMO and LUMO: 6.40 eV
* maximum force: 0.5 eV/Å
* net charge: +1
* energy relative to the best compared isomer or geometry (same formula, charge and spin): 15.0 kcal/mol
* highest occupied orbital energy: -10.860 eV

No. 4
ORCA calculation (ωB97M-V/def2-TZVPD) on a molecular structure, C13H22IN4OY.

Last column: Mulliken charge in e.
CARTESIAN COORDINATES (ANGSTROEM)
C -0.417 -1.134 -1.934  -1.268
I -4.402 -1.317 1.121  0.101
H 0.152 -2.005 -1.574  -0.098
H 0.067 -0.730 -2.844  0.782
H -1.431 -1.443 -2.371  0.106
C -1.476 0.988 2.683  -1.468
C -0.470 0.158 2.989  -0.234
N 0.010 -0.361 1.809  1.681
C -0.755 0.064 0.741  -1.529
N -1.615 0.964 1.308  0.987
H -2.096 1.624 3.296  0.496
H -0.022 -0.075 3.945  0.329
C 2.438 2.256 -1.291  -2.462
C 0.903 0.679 -1.012  -5.991
N 1.083 1.996 -1.118  3.801
H 4.109 0.852 -1.447  1.083
N 2.107 0.090 -1.171  3.817
H 2.813 3.248 -1.415  1.138
Y -2.304 -1.540 -0.301  -1.047
C -0.444 -0.003 -0.961  4.724
O -1.656 0.525 -1.310  -1.153
C 3.072 1.074 -1.313  -1.818
C 2.437 -1.336 -1.208  -3.119
H 2.050 -1.887 -0.340  0.241
H 3.530 -1.433 -1.182  1.058
H 2.092 -1.825 -2.129  0.531
C 0.065 3.031 -1.061  -2.950
H 0.459 3.891 -1.611  1.012
H -0.128 3.343 -0.023  0.529
H -0.864 2.689 -1.535  0.146
C -2.582 1.911 0.737  -1.506
H -3.575 1.676 1.141  0.360
H -2.595 1.839 -0.349  0.317
H -2.291 2.931 1.030  0.560
C 1.147 -1.266 1.827  -1.580
H 0.877 -2.235 1.396  -0.026
H 1.406 -1.434 2.882  0.633
H 2.016 -0.818 1.333  0.117
C -1.026 -3.453 0.258  -1.270
H -1.303 -3.772 1.279  0.269
H 0.066 -3.546 0.163  0.426
H -1.446 -4.214 -0.435  0.277

* gap between HOMO and LUMO (spin up / spin down): 1.51 / 1.62 eV
* maximum force: 4.8 eV/Å
* net charge: -2
* energy relative to the best compared isomer or geometry (same formula, charge and spin): 10.3 kcal/mol
* highest occupied orbital energy (spin up / spin down): 2.732 / 2.606 eV

No. 5
ORCA calculation (ωB97M-V/def2-TZVPD) on a molecular structure, C13H22N2.

Last column: Mulliken charge in e.
CARTESIAN COORDINATES (ANGSTROEM)
C -1.255 -2.017 -0.855  -0.848
C -2.223 -1.283 -0.210  -0.245
C 3.154 -0.813 -0.605  -1.094
C 2.176 2.332 -0.374  -1.333
C 2.251 -0.896 0.376  -0.322
C 1.434 1.322 -0.700  -0.667
C 0.247 -1.791 -0.926  -0.384
C 0.808 -1.012 0.296  1.705
C 0.296 0.831 0.220  1.244
C 0.250 -1.676 1.608  -1.622
C 0.322 1.339 1.652  -2.157
C -3.223 0.807 0.558  -1.263
C -1.263 1.197 -1.668  -0.971
N -1.946 0.042 0.295  0.253
N -1.031 0.904 -0.285  0.297
H -1.561 -3.096 -1.150  0.189
H -3.214 -1.693 0.007  0.396
H 4.190 -0.910 -0.545  0.385
H 3.033 -0.896 -1.744  0.148
H 2.810 2.600 -1.207  0.321
H 2.291 2.811 0.539  0.340
H 2.608 -0.859 1.454  0.107
H 1.322 0.819 -1.634  0.592
H 0.739 -2.836 -0.935  0.391
H 0.580 -1.137 -1.840  0.098
H 1.150 -1.997 2.150  0.522
H -0.489 -2.394 1.438  0.417
H -0.116 -0.885 2.261  0.164
H -0.280 0.851 2.384  0.353
H 0.032 2.415 1.632  0.487
H 1.365 1.157 1.981  0.428
H -3.405 0.389 1.552  0.472
H -3.134 1.844 0.654  0.368
H -4.096 0.610 -0.166  0.305
H -0.719 2.185 -1.914  0.355
H -0.761 0.544 -2.393  0.229
H -2.344 1.191 -1.906  0.339

* gap between HOMO and LUMO: 8.53 eV
* maximum force: 5.1 eV/Å
* energy relative to the best compared isomer or geometry (same formula, charge and spin): 92.7 kcal/mol
* highest occupied orbital energy: -7.620 eV

No. 6
ORCA calculation (ωB97M-V/def2-TZVPD) on a gas-phase ion, C13H22N3O5 (charge -1).

Last column: Mulliken charge in e.
CARTESIAN COORDINATES (ANGSTROEM)
C 1.439 5.566 1.664  -0.984
N 1.018 4.437 0.805  -0.111
C 1.327 3.160 1.019  0.574
O 1.860 2.834 2.062  -0.721
C 0.980 2.061 -0.019  -0.103
C 1.659 2.268 -1.405  -0.795
C 1.305 3.504 -2.242  0.465
O 0.375 4.277 -1.830  -0.829
O 1.899 3.691 -3.317  -0.733
N 1.296 0.751 0.551  -0.048
C 0.544 -0.359 0.520  0.243
O -0.540 -0.462 -0.096  -0.738
C 1.036 -1.551 1.366  -0.062
C 0.577 -1.303 2.837  -1.054
C 1.284 -2.056 3.952  0.711
C 0.998 -3.530 4.026  -1.489
C 2.811 -1.912 3.824  -1.490
N 0.452 -2.808 0.878  -0.017
C 1.172 -3.888 0.518  0.710
C 0.402 -5.044 -0.024  -1.357
O 2.392 -4.004 0.606  -0.642
H 0.805 5.639 2.562  0.268
H 2.454 5.363 1.994  0.304
H 1.354 6.500 1.099  0.354
H 0.507 4.620 -0.070  0.353
H -0.086 2.085 -0.216  0.375
H 2.754 2.222 -1.279  0.281
H 1.442 1.362 -2.006  0.267
H 2.032 0.834 1.245  0.342
H 2.109 -1.565 1.299  0.401
H 0.801 -0.248 3.064  0.386
H -0.503 -1.480 2.945  0.268
H 1.015 -1.590 4.904  0.410
H 1.484 -3.977 3.152  0.228
H -0.088 -3.677 3.982  0.338
H 1.363 -3.971 4.949  0.457
H 3.189 -2.455 2.939  0.268
H 3.325 -2.269 4.706  0.440
H 3.035 -0.876 3.639  0.390
H -0.544 -2.749 0.625  0.328
H -0.157 -4.752 -0.922  0.358
H 1.079 -5.824 -0.328  0.357
H -0.297 -5.425 0.718  0.299

* gap between HOMO and LUMO: 7.51 eV
* maximum force: 2.3 eV/Å
* net charge: -1
* energy relative to the best compared isomer or geometry (same formula, charge and spin): 14.5 kcal/mol
* highest occupied orbital energy: -4.815 eV

No. 7
ORCA calculation (ωB97M-V/def2-TZVPD) on C13H22N6O2 in the gas phase.

Last column: Mulliken charge in e.
CARTESIAN COORDINATES (ANGSTROEM)
C 3.829 3.073 -1.730  -0.779
C 3.763 3.501 -0.484  -0.072
C 3.863 2.632 0.738  -0.584
N 4.214 1.266 0.463  -0.185
C 3.318 0.267 0.401  0.494
N 2.078 0.484 0.841  -0.509
C 1.275 -0.577 0.790  0.304
N 0.030 -0.412 1.273  -0.120
C -1.006 -1.399 1.121  -1.041
C -1.856 -1.221 -0.150  -0.486
N -3.105 -0.527 0.109  0.008
C -4.019 -0.632 -1.018  -0.557
C -5.350 0.024 -0.654  -0.659
O -5.177 1.379 -0.316  -0.374
C -4.284 1.500 0.763  -0.832
C -2.924 0.875 0.446  -0.341
N 1.624 -1.784 0.331  -0.347
C 2.880 -1.874 -0.084  0.617
O 3.313 -3.037 -0.563  -0.408
C 2.376 -4.096 -0.574  -0.673
N 3.770 -0.898 -0.079  -0.648
H 3.746 3.746 -2.566  0.263
H 3.961 2.031 -1.969  0.235
H 3.620 4.551 -0.267  0.337
H 2.895 2.611 1.247  0.304
H 4.605 3.061 1.424  0.343
H 5.104 1.071 0.031  0.314
H -0.210 0.537 1.510  0.224
H -1.662 -1.374 1.994  0.430
H -0.495 -2.361 1.078  0.404
H -2.119 -2.209 -0.534  0.361
H -1.248 -0.711 -0.917  0.388
H -4.185 -1.688 -1.241  0.394
H -3.609 -0.140 -1.918  0.348
H -6.035 0.003 -1.503  0.356
H -5.797 -0.518 0.193  0.352
H -4.180 2.568 0.959  0.376
H -4.705 1.003 1.651  0.374
H -2.293 0.954 1.332  0.246
H -2.450 1.432 -0.383  0.328
H 2.900 -4.951 -0.997  0.225
H 1.509 -3.839 -1.187  0.283
H 2.034 -4.321 0.438  0.308

* gap between HOMO and LUMO: 9.71 eV
* maximum force: 0.7 eV/Å
* highest occupied orbital energy: -8.879 eV

No. 8
ORCA calculation (ωB97M-V/def2-TZVPD) on a molecular structure, C13H22NO3S3V.

Last column: Mulliken spin population.
CARTESIAN COORDINATES (ANGSTROEM)
V -0.021 -0.465 -0.489  2.633
C -2.326 3.471 0.496  0.001
C -2.136 2.974 -0.931  0.015
S -1.631 1.256 -1.277  0.004
C -2.925 0.295 -0.441  0.030
C -2.756 0.083 1.071  0.004
S -1.037 -0.173 1.640  0.000
C -0.643 1.410 2.480  0.017
C 0.052 2.480 1.644  0.025
S -0.871 4.013 1.410  0.000
H -2.906 2.763 1.087  0.000
H -2.933 4.378 0.443  0.001
H -1.396 3.584 -1.451  0.000
H -3.083 3.084 -1.465  0.001
H -2.891 -0.669 -0.956  -0.004
H -3.906 0.727 -0.656  0.004
H -3.309 -0.812 1.358  0.002
H -3.175 0.906 1.646  -0.007
H -0.002 1.097 3.302  -0.001
H -1.576 1.768 2.917  -0.001
H 0.353 2.068 0.681  -0.012
H 0.968 2.798 2.141  0.004
C 3.504 0.167 1.498  0.001
O 2.118 0.316 1.235  -0.051
C 1.662 0.283 -0.080  -0.700
C 2.687 0.647 -1.122  0.064
H 3.918 -0.708 0.992  -0.002
H 3.604 0.023 2.572  0.004
H 4.074 1.054 1.205  -0.007
H 3.212 1.583 -0.897  -0.015
H 2.192 0.775 -2.088  -0.027
H 3.450 -0.130 -1.252  -0.022
O -0.401 -1.555 -2.413  0.007
C 0.119 -2.551 -1.856  -0.029
C 0.379 -3.904 -2.469  0.004
C 1.143 -4.613 -1.353  -0.006
C 1.139 -3.616 -0.186  0.003
O 1.634 -3.813 0.897  0.009
N 0.507 -2.453 -0.586  0.051
H 0.925 -3.797 -3.406  0.000
H -0.580 -4.370 -2.702  0.000
H 2.179 -4.830 -1.614  0.000
H 0.687 -5.547 -1.027  0.001

* gap between HOMO and LUMO (spin up / spin down): 7.19 / 6.13 eV
* maximum force: 0.9 eV/Å
* ⟨S²⟩: 2.3862
* multiplicity: 3
* highest occupied orbital energy (spin up / spin down): -6.912 / -5.874 eV